The following is a quantum chemistry calculation of a 7-piece molecular cluster, C22H46Br4N2O11 overall in a non-equilibrium geometry, from the Open Molecules 2025 dataset.

Element x y z (Å)
C -0.734 28.608 -14.523
C 0.457 27.814 -14.968
O 0.744 26.757 -14.036
C 1.645 25.894 -14.298
O 2.279 25.810 -15.362
O 1.835 25.142 -13.236
C 2.207 23.790 -13.342
H -0.992 29.403 -15.222
H -0.624 28.908 -13.481
H -1.670 28.055 -14.597
H 1.334 28.462 -14.965
H 0.430 27.404 -15.978
H 2.664 23.376 -12.444
H 2.867 23.637 -14.196
H 1.240 23.313 -13.497
C 7.563 30.837 -1.112
C 6.345 30.063 -0.525
O 6.118 30.202 0.833
C 6.595 29.434 1.766
O 7.388 28.500 1.666
O 6.161 29.967 2.944
C 6.612 29.512 4.177
H 8.546 30.468 -0.817
H 7.647 31.902 -0.893
H 7.558 30.703 -2.193
H 6.343 29.001 -0.769
H 5.456 30.436 -1.033
H 7.679 29.648 4.352
H 6.242 28.517 4.422
H 6.044 30.142 4.862
C 11.160 27.174 -9.693
C 9.623 27.076 -9.317
O 8.882 27.276 -10.514
C 8.517 26.256 -11.332
O 8.670 25.050 -11.087
O 8.157 26.829 -12.537
C 7.817 26.058 -13.590
H 11.643 26.259 -10.035
H 11.685 27.282 -8.744
H 11.381 28.076 -10.264
H 9.244 27.837 -8.634
H 9.419 26.112 -8.851
H 7.088 26.626 -14.168
H 7.254 25.213 -13.194
H 8.710 25.827 -14.172
C 8.824 22.921 0.280
N 8.059 21.938 1.031
C 7.133 21.239 0.196
C 8.284 21.742 2.329
O 7.659 20.922 2.976
H 8.078 23.557 -0.195
H 9.636 22.610 -0.377
H 9.321 23.662 0.906
H 7.656 20.548 -0.466
H 6.402 20.614 0.710
H 6.553 21.923 -0.424
H 9.119 22.380 2.658
C 5.224 25.296 -7.410
N 6.029 25.062 -6.230
C 5.909 25.985 -5.063
C 6.927 24.030 -6.116
O 7.680 23.816 -5.196
H 5.480 24.664 -8.261
H 5.362 26.338 -7.699
H 4.141 25.235 -7.304
H 5.732 27.029 -5.318
H 4.930 25.767 -4.635
H 6.682 25.839 -4.309
H 6.940 23.521 -7.093
Br 2.099 28.925 -9.991
C 2.689 30.515 -10.995
C 4.026 30.282 -11.627
Br 4.456 31.961 -12.599
H 2.652 31.473 -10.477
H 1.921 30.500 -11.768
H 4.046 29.536 -12.421
H 4.793 30.212 -10.856
Br 10.223 16.494 -6.639
C 9.792 18.041 -5.430
C 8.501 17.834 -4.720
Br 8.884 16.963 -3.081
H 9.754 18.866 -6.142
H 10.543 18.220 -4.661
H 7.819 17.122 -5.185
H 8.153 18.843 -4.500

Calculated values
E in eV: -329230.303
Molar mass in g mol⁻¹: 834.2
Spin multiplicity: 1
ΔE to the lowest compared entry with this formula, charge and spin in kJ/mol: 346.6
HOMO level in eV: -9.178

The following is a quantum chemistry calculation of C22H46N2O2SSi4TeW as an isolated structure in a non-equilibrium geometry, from the Open Molecules 2025 dataset.

Element x y z (Å)
W -0.645 0.887 1.208
C 2.531 1.218 0.100
C 1.595 0.698 1.143
O 0.728 -0.274 0.621
C 2.033 0.444 2.511
C 3.376 0.242 2.861
C 3.698 -0.060 4.165
C 2.696 -0.152 5.137
C 1.369 0.071 4.825
C 1.046 0.385 3.509
O -0.234 0.661 3.166
H 1.999 1.472 -0.814
H 3.255 0.436 -0.143
H 3.074 2.090 0.460
H 4.152 0.294 2.109
H 4.729 -0.236 4.439
H 2.968 -0.393 6.156
H 0.594 0.021 5.575
C -2.750 -2.636 2.786
N -2.326 -1.584 1.854
C -1.787 -2.115 0.599
C -2.453 -0.273 2.040
S -1.727 1.617 -0.522
N -3.315 0.280 2.869
C -3.154 1.688 3.224
C -4.495 -0.381 3.444
H -2.003 -3.427 2.732
H -3.716 -3.063 2.518
H -2.769 -2.258 3.803
H -2.529 -2.775 0.149
H -0.870 -2.674 0.783
H -1.599 -1.311 -0.113
H -2.384 1.816 3.985
H -4.098 2.069 3.603
H -2.896 2.263 2.329
H -4.768 -1.249 2.858
H -5.321 0.325 3.401
H -4.327 -0.664 4.483
C 0.858 8.776 1.360
Si 0.451 7.118 2.132
C -1.194 7.114 3.034
C 1.831 6.504 3.243
Si 0.278 5.643 0.248
Te -0.111 3.446 1.496
Si -1.815 5.836 -0.936
C -3.224 5.169 0.106
C -1.932 7.691 -1.196
C -1.659 4.866 -2.533
Si 2.195 5.444 -1.142
C 3.687 5.154 -0.042
C 2.256 7.122 -1.980
C 1.956 4.039 -2.364
H 0.794 9.528 2.151
H 0.175 9.079 0.566
H 1.875 8.801 0.969
H -1.230 7.961 3.723
H -1.319 6.205 3.625
H -2.050 7.203 2.364
H 1.860 7.100 4.158
H 2.807 6.590 2.763
H 1.695 5.462 3.538
H -3.272 5.623 1.096
H -3.139 4.087 0.225
H -4.174 5.363 -0.397
H -2.134 8.217 -0.263
H -2.760 7.899 -1.879
H -1.032 8.115 -1.643
H -1.280 3.855 -2.368
H -1.008 5.358 -3.256
H -2.648 4.776 -2.989
H 3.953 6.048 0.522
H 4.550 4.883 -0.655
H 3.527 4.351 0.679
H 2.182 7.962 -1.290
H 1.476 7.228 -2.735
H 3.218 7.210 -2.493
H 1.559 3.135 -1.904
H 2.931 3.789 -2.791
H 1.295 4.312 -3.187

Calculated values
E in eV: -82087.824
Molar mass in g mol⁻¹: 826.5
Spin multiplicity: 3
Expectation value of S²: 2.0286
ΔE to the lowest compared entry with this formula, charge and spin in kJ/mol: 159.1
Total charge: +2
HOMO level (spin up / spin down) in eV: -13.554 / -13.521

The following is a quantum chemistry calculation of C22H46N5O2PPdSe2 as an isolated structure, from the Open Molecules 2025 dataset.

Element x y z (Å)
Pd -0.029 0.186 -0.550
C -2.111 3.158 -0.528
Se -0.209 2.706 -0.515
C 0.026 2.830 1.424
C -0.747 1.772 2.188
Se 0.115 0.017 2.030
C -1.455 -1.010 2.558
H -2.298 3.973 0.171
H -2.713 2.289 -0.274
H -2.357 3.490 -1.534
H -0.272 3.832 1.736
H 1.104 2.730 1.579
H -1.756 1.663 1.793
H -0.814 2.040 3.244
H -2.200 -0.944 1.768
H -1.844 -0.648 3.508
H -1.139 -2.045 2.673
O -2.637 -1.399 -0.832
P -2.010 -1.928 -2.054
N -3.192 -2.584 -3.031
C -4.550 -2.759 -2.504
C -5.332 -3.155 -3.748
C -4.352 -4.082 -4.466
C -2.977 -3.453 -4.191
N -1.261 -0.702 -2.900
C -2.119 0.477 -3.133
C -1.246 1.378 -3.987
C -0.577 0.376 -4.925
C -0.322 -0.845 -4.032
N -0.855 -3.076 -1.740
C -0.174 -3.030 -0.442
C 0.711 -4.295 -0.428
C 0.656 -4.834 -1.867
C 0.135 -3.640 -2.659
H -4.897 -1.839 -2.040
H -4.598 -3.553 -1.748
H -5.533 -2.268 -4.354
H -6.282 -3.634 -3.515
H -4.552 -4.189 -5.531
H -4.396 -5.076 -4.018
H -2.627 -2.870 -5.050
H -2.242 -4.235 -3.991
H -2.397 0.916 -2.177
H -3.036 0.196 -3.672
H -0.501 1.864 -3.351
H -1.816 2.146 -4.510
H 0.345 0.750 -5.371
H -1.258 0.116 -5.738
H 0.704 -0.840 -3.662
H -0.476 -1.772 -4.589
H -0.901 -2.990 0.366
H 0.457 -2.129 -0.374
H 0.354 -5.031 0.292
H 1.729 -4.027 -0.145
H -0.058 -5.655 -1.944
H 1.621 -5.188 -2.231
H -0.294 -3.915 -3.619
H 0.954 -2.932 -2.838
C 2.610 0.932 -2.257
N 3.075 1.774 -1.168
C 3.646 3.078 -1.433
C 3.462 3.957 -0.210
C 4.091 3.269 0.986
N 3.599 1.910 1.118
C 3.901 1.247 2.369
C 3.249 1.130 0.034
O 3.055 -0.074 0.143
H 3.321 0.139 -2.497
H 2.441 1.555 -3.136
H 1.646 0.500 -1.940
H 3.130 3.511 -2.291
H 4.711 3.005 -1.693
H 2.392 4.096 -0.038
H 3.915 4.936 -0.364
H 3.852 3.809 1.906
H 5.186 3.269 0.892
H 4.982 1.145 2.520
H 3.447 0.261 2.364
H 3.490 1.828 3.198

Calculated values
E in eV: -178569.295
Molar mass in g mol⁻¹: 708.0
Spin multiplicity: 1
HOMO level in eV: -5.580